Formula: C4H9N2O
Source: the Open Molecules 2025 dataset
Level of theory: ωB97M-V/def2-TZVPD

The LUMO energy (spin up / spin down) is -5.671 / -5.670 eV. As for the HOMO energy (spin up / spin down): -13.55 / -13.55 eV. For the frontier orbital gap (spin up / spin down), the calculation gives 7.88 / 7.88 eV. As for the charge: +1. The value obtained for the energy is -342.13186 Ha.

Atoms and positions in Å:
N -0.689 -1.391 -1.352
N -2.628 -0.555 0.763
H 1.852 1.773 -0.510
H 0.352 -0.997 1.507
H 1.384 0.396 1.566
C 1.355 0.804 -0.880
H -0.265 0.644 2.063
C -0.795 -0.362 -0.541
H 0.170 -1.558 -1.935
C 0.114 0.616 0.033
O -2.442 -0.021 1.765
H -1.490 -1.975 -1.406
H 2.077 -0.127 -0.782
H -0.388 1.601 0.057
H 1.023 1.033 -1.832
C 0.370 0.121 1.485